Entry 1:
Formula: C4H7N2O2P
Source: OMol25
Level of theory: ωB97M-V/def2-TZVPD

```
! wB97M-V def2-TZVPD RIJCOSX def2/J DEFGRID3
* xyz 0 3
C 1.6695 -3.2680 -0.7971
C 1.3162 -2.3474 0.1456
C 1.1657 -1.4461 -1.7901
C -2.3190 2.9201 0.5062
N 1.5537 -2.6707 -2.0453
N 1.0780 -1.1733 -0.4835
O 1.0946 0.2063 1.6864
O -1.4820 3.4251 1.5065
P 0.8559 0.4571 0.2845
H 1.7178 -4.2828 -0.7336
H 1.1417 -2.4385 1.2242
H 1.0986 -0.5606 -2.4986
H -2.2320 3.7654 -0.2976
H -3.3434 2.7512 0.8767
H -1.8824 1.9933 0.2129
H -1.4330 2.6688 2.2029
*
```

Summary:
energy relative to the best compared isomer or geometry (same formula, charge and spin) = 0.659 eV
⟨S²⟩ = 2.02
Kohn-Sham gap (spin up / spin down) = 6.6 / 5.6 eV

Just the Löwdin charges please, in e? Sure, here they are: -0.03, -0.03, -0.20, -0.21, 0.10, -0.25, -0.57, -0.18, 0.67, 0.09, 0.14, 0.16, 0.12, 0.07, 0.01, 0.12

Entry 2:
Formula: C4H7N2O2S
Source: OMol25
Level of theory: ωB97M-V/def2-TZVPD

```
! wB97M-V def2-TZVPD RIJCOSX def2/J DEFGRID3
* xyz 1 1
C -0.8908 0.3205 0.0532
C -0.8452 -1.1460 -0.1163
C 0.3047 1.2234 -0.1929
C 0.5138 -1.8428 -0.2759
N -2.0762 0.7278 0.3179
N -1.8934 -1.8282 -0.2254
O -4.5329 -0.0194 -0.5488
O -2.3896 2.0046 0.4483
S -3.4411 -0.5964 0.2438
H 1.0967 0.6930 -0.5241
H 0.5110 1.9220 0.6165
H -0.1187 2.0307 -0.8813
H 1.0004 -1.9121 0.6987
H 1.1346 -1.3074 -1.0022
H 0.2193 -2.8521 -0.5896
H -3.3664 2.0619 0.8092
*
```

Summary:
energy relative to the best compared isomer or geometry (same formula, charge and spin) = 4.643 eV
SMILES = CC1=C(C)N(O)S(=O)#[N+]1
Kohn-Sham gap = 8.7 eV

Just the Löwdin charges please, in e? Sure, here they are: -0.18, -0.37, 0.07, 0.02, -0.23, 0.06, -0.40, 0.07, 1.16, 0.04, 0.12, 0.15, 0.11, 0.09, 0.10, 0.20